Entry 1:
ORCA calculation (ωB97M-V/def2-TZVPD) on one molecule with the formula C3H3N3O.

Structure (XYZ):
```
10
Properties=species:S:1:pos:R:3:lowdin_charge:R:1
C 0.601 0.871 0.216 -0.517
C -0.060 -1.027 -1.030 -0.126
C -1.141 -0.551 0.832 -0.198
H 2.049 2.019 -0.150 0.085
H -0.058 -1.577 -1.973 0.112
H -1.858 -0.790 1.628 0.147
N 1.208 1.935 0.464 0.162
N 0.844 -0.068 -0.819 0.129
N -1.166 -1.331 -0.188 0.102
O -0.420 0.519 1.020 0.106
```

ΔE to the lowest compared entry with this formula, charge and spin (eV): 1.354
Structure (SMILES): [H]/N=c1\ncnco1
DFT total energy (hartree): -355.5901
HOMO (eV): -9.889
HOMO-LUMO gap (eV): 9.615
LUMO (eV): -0.274

=====

Entry 2:
ORCA calculation (ωB97M-V/def2-TZVPD) on a 5-piece molecular cluster, H10O5 overall.

Structure (XYZ):
```
15
Properties=species:S:1:pos:R:3:lowdin_charge:R:1
H -0.528 0.307 1.587 0.062
H -0.884 -0.456 0.322 0.067
H 3.797 -0.117 -1.205 0.032
H 3.174 -0.585 0.100 0.024
H -5.235 -0.587 -1.077 0.034
H -3.763 -0.337 -0.790 0.027
H 0.484 2.313 -0.972 0.044
H 0.832 2.912 0.381 0.039
H 1.244 -2.080 0.243 0.060
H 0.927 -1.192 1.434 0.064
O -0.206 0.116 0.699 -0.130
O 3.140 -0.728 -0.852 -0.083
O -4.597 -0.550 -0.355 -0.063
O 0.419 2.141 -0.025 -0.061
O 1.196 -1.155 0.510 -0.116
```

ΔE to the lowest compared entry with this formula, charge and spin (eV): 4.323
Structure (SMILES): O.O.O.O.O
DFT total energy (hartree): -382.0653
HOMO (eV): -8.543
HOMO-LUMO gap (eV): 9.197
LUMO (eV): 0.654

=====

Entry 3:
ORCA calculation (ωB97M-V/def2-TZVPD) on a 11-piece molecular cluster, C21H33B2Br12N2O19 overall.

Structure (XYZ):
```
89
Properties=species:S:1:pos:R:3:lowdin_charge:R:1
N 2.569 -6.388 -2.633 0.360
H 3.542 -6.119 -2.585 0.149
H 1.961 -5.590 -2.520 0.156
H 2.451 -6.963 -1.811 0.157
H 2.360 -6.813 -3.525 0.155
N 5.642 -1.391 2.192 0.363
H 4.794 -1.934 2.268 0.158
H 6.179 -1.509 3.040 0.153
H 5.399 -0.416 2.093 0.154
H 6.257 -1.683 1.446 0.146
O 3.829 -6.840 8.373 0.101
C 3.792 -6.437 7.186 -0.334
O 3.932 -7.146 6.067 0.228
B 3.930 -6.295 4.869 -0.816
O 3.935 -4.928 5.483 0.212
C 3.663 -4.990 6.769 -0.406
O 3.574 -4.066 7.551 0.131
O 2.812 -6.480 3.891 0.230
C 3.229 -7.112 2.831 -0.379
O 2.522 -7.559 1.913 0.078
C 4.764 -7.048 2.876 -0.362
O 5.089 -6.537 4.009 0.248
O 5.519 -7.379 1.910 0.070
O -4.294 1.641 0.229 0.124
C -3.120 1.320 0.327 -0.436
O -2.695 0.095 0.172 0.218
B -1.184 0.165 -0.018 -0.791
O -0.822 1.534 0.377 0.199
C -1.998 2.233 0.624 -0.285
O -2.077 3.485 0.639 0.108
O -0.834 -0.380 -1.382 0.206
C 0.042 -1.377 -1.248 -0.364
O 0.473 -2.162 -2.065 0.102
C 0.294 -1.598 0.309 -0.433
O -0.531 -0.799 0.901 0.223
O 1.135 -2.284 0.789 0.133
O 5.475 -1.915 -2.872 0.062
C 6.151 -2.880 -2.263 -0.990
O 5.850 -3.998 -2.584 -0.051
O 6.987 -2.652 -1.391 -0.061
H 4.846 -2.437 -3.376 0.086
Br -9.972 -2.072 -0.176 0.564
C -8.461 -1.036 0.566 -0.700
C -8.111 -1.353 2.009 -0.602
Br -9.732 -0.902 3.105 0.510
H -8.612 0.018 0.333 0.057
H -7.531 -1.226 0.030 0.063
H -7.300 -0.835 2.520 0.063
H -8.078 -2.441 2.069 0.045
Br 3.222 4.052 0.362 0.540
C 2.739 5.811 1.239 -0.639
C 3.801 6.863 0.870 -0.648
Br 3.232 8.654 1.594 0.548
H 2.741 5.604 2.309 0.046
H 1.703 6.046 0.993 0.056
H 3.727 6.909 -0.217 0.041
H 4.820 6.592 1.146 0.057
Br -2.500 0.190 6.356 0.546
C -0.501 0.263 6.690 -0.674
C 0.253 -0.095 5.495 -0.742
Br 2.115 0.280 5.789 0.632
H -0.310 -0.481 7.463 0.059
H -0.269 1.260 7.066 0.052
H 0.015 0.626 4.713 0.049
H 0.079 -1.117 5.159 0.077
Br -4.763 8.460 -3.501 0.568
C -2.825 8.387 -4.036 -0.650
C -2.128 7.486 -3.084 -0.755
Br -0.265 7.151 -3.511 0.615
H -2.380 9.378 -4.127 0.063
H -2.842 7.927 -5.024 0.051
H -2.716 6.574 -2.982 0.054
H -2.115 7.956 -2.100 0.052
Br -5.388 -0.303 -4.277 0.600
C -5.996 1.207 -5.387 -0.687
C -5.678 2.483 -4.529 -0.691
Br -5.678 3.955 -5.804 0.595
H -7.070 1.251 -5.567 0.055
H -5.513 1.215 -6.364 0.037
H -4.712 2.403 -4.031 0.039
H -6.480 2.758 -3.844 0.051
Br -0.946 2.204 -7.556 0.567
C -0.163 1.492 -5.931 -0.732
C 1.274 1.958 -5.775 -0.606
Br 2.245 1.141 -7.345 0.533
H -0.487 0.452 -5.920 0.056
H -0.797 1.878 -5.132 0.053
H 1.608 1.565 -4.815 0.066
H 1.302 3.046 -5.706 0.065
```

Total charge: -1
DFT total energy (hartree): -33297.3626
HOMO (eV): -5.909
HOMO-LUMO gap (eV): 6.105
LUMO (eV): 0.196

=====

Entry 4:
ORCA calculation (ωB97M-V/def2-TZVPD) on a 2-piece molecular cluster, C3H4N2OS overall.

Structure (XYZ):
```
11
Properties=species:S:1:pos:R:3:lowdin_charge:R:1
C -1.274 -1.422 -1.538 -0.343
C -0.071 0.347 -0.601 -0.061
C -0.138 -0.749 0.427 -0.111
N -1.435 -2.239 -2.318 0.164
N -1.153 -0.626 -0.512 -0.125
O -2.782 2.293 0.489 -0.689
S -3.495 1.263 -0.311 0.740
H -0.234 1.310 -0.207 0.078
H 0.744 0.232 -1.338 0.132
H 0.565 -1.626 0.391 0.144
H -0.469 -0.653 1.368 0.071
```

ΔE to the lowest compared entry with this formula, charge and spin (eV): 4.689
Structure (SMILES): N#CN1CC1.O=S
DFT total energy (hartree): -699.4998
HOMO (alpha / beta) (eV): -9.219 / -9.181
HOMO-LUMO gap (alpha / beta) (eV): 7.724 / 7.675
LUMO (alpha / beta) (eV): -1.495 / -1.506

=====

Entry 5:
ORCA calculation (ωB97M-V/def2-TZVPD) on C7H12NOPS2 as an isolated structure.

Structure (XYZ):
```
24
Properties=species:S:1:pos:R:3:lowdin_charge:R:1
C 2.363 -0.625 0.231 -0.252
C -2.670 0.298 -0.121 -1.082
C 0.627 0.065 -1.956 -0.093
C 1.929 1.246 1.608 -0.050
C 0.862 0.993 -0.761 -0.207
C 0.277 -0.602 1.258 -0.577
C 1.269 0.317 0.563 -0.551
N 3.195 -1.336 -0.044 0.185
O -4.124 -1.498 -1.160 -0.345
P -3.314 -1.245 0.230 0.718
S -2.956 1.672 -0.937 0.687
S -1.240 0.153 1.771 0.690
H -0.294 -0.468 -1.932 0.045
H 1.555 -0.639 -2.080 0.106
H 0.583 0.652 -2.861 0.067
H 1.219 1.961 1.982 0.067
H 2.843 1.770 1.298 0.100
H 2.072 0.692 2.568 0.098
H 1.548 1.843 -1.026 0.136
H -0.106 1.519 -0.670 0.064
H 0.079 -1.690 0.877 0.113
H 0.648 -0.809 2.345 0.096
H -4.301 -2.428 -1.188 0.026
H -2.064 -1.844 0.004 -0.042
```

ΔE to the lowest compared entry with this formula, charge and spin (eV): 2.491
DFT total energy (hartree): -1541.5424
HOMO (eV): -8.685
HOMO-LUMO gap (eV): 7.487
LUMO (eV): -1.198

=====

Entry 6:
ORCA calculation (ωB97M-V/def2-TZVPD) on a 2-piece molecular cluster, C2H2BrN overall.

Structure (XYZ):
```
6
Properties=species:S:1:pos:R:3:lowdin_charge:R:1
C 0.887 -1.577 -0.214 -0.111
C -0.392 1.619 -0.157 -0.505
N 0.663 -2.596 0.240 0.056
Br -2.005 0.835 0.099 0.636
H 1.076 -0.621 -0.633 0.013
H -0.229 2.340 0.666 -0.089
```

ΔE to the lowest compared entry with this formula, charge and spin (eV): 3.843
DFT total energy (hartree): -2706.0117
HOMO (eV): -9.504
HOMO-LUMO gap (eV): 7.997
LUMO (eV): -1.507

=====

Q: Which formula does entry 5 have?
A: C7H12NOPS2

=====

Q: Among the records above, which one has the highest DFT total energy?
A: C3H3N3O

=====

Q: DFT total energy of number 6 (C2H2BrN)?
A: -2706.0117 hartree

=====

Q: What is the DFT total energy in the fourth record?
A: -699.4998 hartree